# C38H43AsIrNO2P2S

A structure of composition C38H43AsIrNO2P2S (ωB97M-V with the def2-TZVPD basis set, the OMol25 dataset).

Structure (XYZ):
```
89
Properties=species:S:1:pos:R:3:forces:R:3
Ir 1.178 0.433 -0.495 0.0 0.0 0.0
C -7.269 0.913 2.040 0.0 0.0 0.0
S -6.198 -0.402 1.530 0.0 0.0 0.0
C -4.784 0.436 0.818 0.0 0.0 -0.1
C -3.860 -0.570 0.134 0.0 0.0 0.0
C -2.650 0.092 -0.523 0.0 0.0 0.1
N -1.693 0.657 0.478 0.1 -0.2 -0.2
P -0.622 1.974 -0.058 0.1 0.1 -0.1
C -0.504 3.117 1.317 -0.2 0.0 0.1
C -1.613 3.387 2.119 0.1 0.0 0.0
C -1.538 4.375 3.083 0.0 0.0 0.0
C -0.365 5.111 3.233 -0.1 0.0 0.0
C 0.730 4.858 2.424 0.1 0.0 0.0
C 0.666 3.854 1.466 0.0 0.0 0.0
C -1.403 2.915 -1.371 0.1 0.0 0.0
C -2.745 3.299 -1.335 0.0 0.0 0.1
C -3.245 4.167 -2.289 0.0 0.0 0.0
C -2.405 4.678 -3.273 0.0 0.0 0.0
C -1.062 4.335 -3.288 0.0 0.0 0.0
C -0.558 3.458 -2.339 0.0 0.0 0.0
P -0.392 -0.441 0.833 0.0 0.0 0.0
C -0.921 -2.131 0.903 0.0 0.0 0.0
C -1.315 -2.707 2.113 0.0 0.0 0.0
C -1.694 -4.040 2.138 0.0 0.0 0.0
C -1.677 -4.790 0.968 0.0 0.0 0.0
C -1.275 -4.220 -0.235 0.0 0.0 0.0
C -0.891 -2.890 -0.271 0.0 0.0 0.0
C 0.397 0.171 2.311 -0.2 -0.1 0.2
C 1.711 0.549 2.004 -0.4 0.2 0.1
C 2.479 1.266 2.904 0.2 -0.1 -0.2
C 1.925 1.582 4.137 -0.1 0.0 0.1
C 0.614 1.231 4.442 0.0 0.0 0.0
C -0.167 0.543 3.524 0.1 0.0 0.0
H -8.167 0.462 2.459 0.0 0.0 0.0
H -7.514 1.538 1.177 0.0 0.0 0.0
H -6.756 1.516 2.794 0.0 0.0 0.0
H -4.289 0.979 1.632 0.0 0.0 0.0
H -5.189 1.177 0.119 0.0 0.0 0.0
H -4.414 -1.093 -0.650 0.0 0.0 0.0
H -3.526 -1.325 0.850 0.0 0.0 0.0
H -2.970 0.883 -1.197 0.0 0.0 0.1
H -2.167 -0.653 -1.160 0.0 0.0 0.0
H -2.532 2.825 1.990 0.0 0.0 0.0
H -2.393 4.590 3.710 0.0 0.0 0.0
H -0.315 5.894 3.979 0.0 0.0 0.0
H 1.632 5.446 2.531 0.0 0.0 0.0
H 1.516 3.666 0.820 0.1 0.0 0.0
H -3.399 2.945 -0.546 0.0 0.0 0.0
H -4.285 4.462 -2.261 0.0 0.0 0.0
H -2.797 5.360 -4.016 0.0 0.0 0.0
H -0.402 4.759 -4.032 0.0 0.0 0.0
H 0.502 3.236 -2.332 0.0 0.0 0.0
H -1.297 -2.133 3.032 0.0 0.0 0.0
H -1.988 -4.500 3.072 0.0 0.0 0.0
H -1.966 -5.832 0.997 0.0 0.0 0.0
H -1.254 -4.816 -1.138 0.0 0.0 0.0
H -0.563 -2.439 -1.202 0.0 0.0 0.0
H 2.213 0.158 1.073 0.3 -0.1 0.1
H 3.496 1.548 2.666 0.0 0.0 0.0
H 2.519 2.115 4.867 0.0 0.0 0.0
H 0.198 1.508 5.402 0.0 0.0 0.0
H -1.203 0.318 3.745 0.0 0.0 0.0
C 2.978 -2.722 0.505 0.0 0.0 0.0
As 2.764 -1.470 -0.948 0.0 0.1 0.1
C 4.541 -0.761 -1.197 0.0 0.0 0.0
C 2.370 -2.564 -2.520 -0.1 0.0 0.0
C 3.532 -3.454 -2.855 0.0 0.0 0.0
C 3.636 -4.721 -2.286 0.0 0.0 0.0
C 4.719 -5.535 -2.580 0.0 0.0 0.0
C 5.707 -5.090 -3.448 0.0 0.0 0.0
C 5.605 -3.833 -4.027 0.0 0.0 0.0
C 4.523 -3.018 -3.731 0.0 0.0 0.0
H 3.688 -3.483 0.185 0.0 0.0 0.0
H 2.026 -3.190 0.753 0.0 0.0 0.0
H 3.375 -2.211 1.381 0.0 0.0 0.0
H 5.227 -1.578 -1.412 0.0 0.0 0.0
H 4.847 -0.256 -0.281 0.0 0.0 0.0
H 4.548 -0.045 -2.016 0.0 0.0 0.0
H 2.121 -1.884 -3.335 0.0 0.0 0.0
H 1.477 -3.142 -2.278 0.0 0.0 0.0
H 2.853 -5.085 -1.628 0.0 0.0 0.0
H 4.786 -6.523 -2.144 0.0 0.0 0.0
H 6.548 -5.727 -3.683 0.0 0.0 0.0
H 6.364 -3.491 -4.718 0.0 0.0 0.0
H 4.440 -2.043 -4.200 0.0 0.0 0.0
O 0.542 0.276 -2.405 -0.1 0.0 -0.1
C 1.464 1.030 -2.894 0.0 -0.1 0.0
O 2.298 1.497 -2.094 0.0 0.0 0.0
H 1.478 1.225 -3.968 0.0 0.0 0.0
```
Positions in Å, forces in eV/Å.

## Properties
Relative energy (zero: lowest compared OMol25 entry of this formula, charge and spin) in kcal per mole: 36.58
DFT total energy in Eh: -5099.1658
LUMO energy (alpha / beta) in Eh: -0.300 / -0.436
⟨S²⟩: 0.7530
Multiplicity: 2
HOMO energy (alpha / beta) in eV: -14.96 / -14.96
Total charge: +3



# C8H26N12O9S

A cluster of 6 separate species, C8H26N12O9S in total in a non-equilibrium geometry (ωB97M-V with the def2-TZVPD basis set, the OMol25 dataset).

Structure (XYZ):
```
56
Properties=species:S:1:pos:R:3:forces:R:3
N 3.311 -2.966 0.981 -0.4 0.1 0.0
C 1.987 -2.284 0.877 -0.3 -0.4 0.1
C 1.127 -2.762 -0.363 1.0 1.8 0.1
O 0.833 -4.189 -0.388 -0.5 0.9 1.8
S -0.517 -4.615 0.495 -0.6 -2.6 -1.3
O -0.109 -5.791 1.283 -0.1 2.2 -0.6
O -0.933 -3.417 1.622 2.2 -0.9 0.9
N -2.088 -2.739 1.248 -1.3 2.4 0.6
C -1.898 -1.507 1.522 1.5 -1.4 -2.4
O -1.530 -0.412 1.397 -1.1 -0.5 0.9
H 3.182 -3.982 1.051 0.0 0.5 0.1
H 3.723 -2.640 1.867 -0.2 -0.4 -0.6
H 1.444 -2.421 1.862 0.3 0.5 -1.4
H 2.217 -1.188 0.687 -0.6 -1.2 0.4
H 0.169 -2.168 -0.399 1.0 -0.6 -0.1
H 1.727 -2.483 -1.281 -1.0 -0.8 0.9
C -2.268 3.049 2.147 0.2 0.0 0.3
O -2.846 2.796 1.096 0.5 0.0 0.2
N -2.330 4.271 2.738 -0.2 0.5 -0.2
N -1.519 2.132 2.807 0.1 -0.5 -0.1
H -1.866 4.500 3.596 0.0 -0.1 0.0
H -2.879 4.977 2.276 0.0 -0.1 0.1
H -1.449 1.212 2.397 0.0 0.3 0.2
H -1.038 2.320 3.667 0.0 0.1 -0.1
C 0.769 -0.060 -3.542 0.0 -0.1 0.1
O 0.336 -0.674 -2.577 0.0 0.0 0.0
N 0.014 0.825 -4.246 -0.5 0.2 -0.1
N 2.040 -0.210 -3.996 0.5 -0.2 -0.1
H 0.351 1.338 -5.040 0.1 -0.1 0.1
H -0.933 0.964 -3.940 0.1 0.0 0.0
H 2.630 -0.856 -3.502 -0.1 0.1 0.0
H 2.416 0.286 -4.788 0.0 0.0 0.0
C -6.424 3.686 0.718 0.4 -0.1 -0.1
O -6.420 4.341 1.751 -0.1 0.1 0.0
N -5.299 3.147 0.190 0.0 0.3 0.2
N -7.566 3.445 0.009 -0.7 0.1 0.0
H -5.284 2.608 -0.656 -0.1 0.0 0.1
H -4.425 3.305 0.691 -0.2 -0.3 -0.4
H -8.421 3.831 0.372 0.1 -0.1 -0.1
H -7.594 2.912 -0.839 0.1 0.0 0.1
C 5.245 1.462 -5.748 0.0 0.0 0.0
O 4.150 1.493 -6.289 -0.1 -0.1 0.1
N 5.985 2.581 -5.528 0.0 0.5 -0.1
N 5.818 0.305 -5.319 0.0 -0.5 0.1
H 6.885 2.577 -5.086 -0.1 0.0 0.0
H 5.593 3.456 -5.832 0.1 -0.1 0.0
H 5.300 -0.544 -5.465 0.1 0.1 0.0
H 6.715 0.258 -4.873 -0.1 0.0 0.0
C 0.471 -2.232 4.681 0.0 -0.1 0.0
O 1.073 -1.589 3.833 -0.1 0.2 0.2
N -0.063 -3.451 4.426 0.0 -0.3 -0.2
N 0.286 -1.778 5.951 0.1 0.4 0.4
H -0.563 -3.996 5.103 0.1 0.0 0.0
H 0.059 -3.818 3.496 -0.1 0.0 0.2
H 0.669 -0.876 6.176 0.0 -0.1 0.0
H -0.205 -2.290 6.661 0.0 0.0 -0.1
```
Positions in Å, forces in eV/Å.

## Properties
DFT total energy in Eh: -2052.9135
LUMO energy in Eh: -0.006
HOMO energy in eV: -8.88



# C4H7NS

An isolated molecule of C4H7NS in a non-equilibrium geometry (ωB97M-V with the def2-TZVPD basis set, the OMol25 dataset).

Structure (XYZ):
```
13
Properties=species:S:1:pos:R:3:forces:R:3
C 2.726 -0.119 0.387 1.4 0.9 1.1
C 0.069 0.710 0.443 0.0 1.4 -1.2
C -1.251 0.901 -0.353 0.1 0.8 -1.2
C -2.259 -0.125 -0.066 0.5 0.6 0.8
H 2.768 -0.372 1.476 -0.6 -0.3 -0.8
H 3.000 0.966 0.431 -0.7 -0.6 -0.5
H 3.671 -0.579 -0.022 -1.5 0.0 -0.2
H 0.585 1.687 0.438 -0.2 -0.4 0.0
H -0.105 0.458 1.462 -0.2 -0.5 0.7
H -1.014 0.888 -1.439 0.0 -0.2 0.5
H -1.688 1.932 -0.256 0.3 -1.1 0.5
N -2.976 -0.871 0.428 -0.3 -0.3 -0.3
S 1.119 -0.443 -0.472 1.3 -0.2 0.6
```
Positions in Å, forces in eV/Å.

## Properties
Relative energy (zero: lowest compared OMol25 entry of this formula, charge and spin) in kcal per mole: 22.42
DFT total energy in Eh: -609.5228
LUMO energy in Eh: 0.030
SMILES string: CSCCC#N
HOMO energy in eV: -9.06



# C5H13NS

A structure of composition C5H13NS in a non-equilibrium geometry (ωB97M-V with the def2-TZVPD basis set, the OMol25 dataset).

Structure (XYZ):
```
20
Properties=species:S:1:pos:R:3:forces:R:3
C 2.472 -0.217 -0.286 0.5 0.4 0.0
N 1.098 0.170 -0.381 -0.5 -0.7 0.0
C 0.109 -0.453 0.493 0.7 0.6 -1.6
C -1.238 0.051 -0.043 -0.6 2.1 1.7
C -1.735 -0.217 -1.473 2.1 -0.9 0.7
S -3.323 0.471 -1.856 1.5 3.8 1.5
C 0.326 -0.085 1.948 -0.8 -1.7 1.1
H 3.032 0.037 0.645 -0.4 0.4 -0.4
H 2.605 -1.297 -0.358 -0.3 -0.2 -0.3
H 2.931 0.233 -1.169 0.6 -0.1 0.3
H 0.860 1.104 -0.687 0.4 -0.1 0.3
H 0.250 -1.529 0.343 -0.3 -0.1 0.2
H -2.016 -0.220 0.691 0.0 -0.1 -0.4
H -1.137 1.193 0.142 -0.4 -1.3 -0.6
H -1.007 0.179 -2.196 -0.2 -0.4 0.2
H -1.702 -1.316 -1.523 -0.5 0.2 -0.6
H -2.581 2.001 -1.306 -2.2 -3.2 -1.4
H 1.264 -0.521 2.368 -0.5 0.5 -0.5
H 0.290 0.983 2.095 0.1 0.4 0.1
H -0.498 -0.568 2.553 0.7 0.6 -0.4
```
Positions in Å, forces in eV/Å.

## Properties
Relative energy (zero: lowest compared OMol25 entry of this formula, charge and spin) in kcal per mole: 49.86
DFT total energy in Eh: -651.1645
LUMO energy in Eh: 0.000
HOMO energy in eV: -8.38



# C9H14O

A cluster of 2 separate species, C9H14O in total in a non-equilibrium geometry (ωB97M-V with the def2-TZVPD basis set, the OMol25 dataset).

Structure (XYZ):
```
24
Properties=species:S:1:pos:R:3:forces:R:3
C -2.134 0.546 -2.815 -2.4 1.5 0.7
C -2.482 0.838 -1.314 0.0 -3.4 -1.1
H -1.494 1.297 -3.232 0.4 0.7 -0.1
H -1.604 -0.348 -2.946 0.4 -1.6 -0.1
H -3.084 0.577 -3.414 1.0 -0.3 0.3
H -1.765 0.303 -0.689 0.5 1.2 0.3
H -2.799 1.804 -1.141 0.6 2.5 0.6
H -3.386 0.348 -0.955 -0.4 -0.7 -0.7
C -0.285 -1.929 2.100 -3.8 -2.4 3.7
C 2.104 0.873 0.085 2.1 -0.3 1.1
C 2.367 -0.480 -0.050 -0.1 0.0 -0.7
C 1.097 1.380 0.882 1.4 1.0 -0.3
C 1.531 -1.324 0.652 -0.8 -1.2 -1.0
C 0.234 0.514 1.482 1.5 -3.4 -1.6
C 0.376 -0.932 1.376 3.7 4.4 -1.7
O 3.148 1.706 -0.185 0.2 1.5 -0.8
H 3.244 -0.838 -0.691 -1.4 0.5 1.2
H 3.975 1.270 0.022 0.0 -0.2 -0.2
H 1.229 2.445 1.245 -0.7 -1.3 -0.9
H 1.733 -2.390 0.468 -0.3 0.3 0.6
H -0.434 1.072 1.975 -3.1 0.8 2.6
H -0.829 -1.574 3.043 0.5 0.1 -1.4
H 0.333 -2.704 2.570 0.4 0.1 -0.7
H -1.075 -2.455 1.532 0.3 0.1 0.1
```
Positions in Å, forces in eV/Å.

## Properties
Relative energy (zero: lowest compared OMol25 entry of this formula, charge and spin) in kcal per mole: 48.03
DFT total energy in Eh: -426.4962
LUMO energy in Eh: 0.031
SMILES string: Cc1ccc(O)cc1.CC
HOMO energy in eV: -8.31



# C8H10N4

An isolated molecule of C8H10N4 in a non-equilibrium geometry (ωB97M-V with the def2-TZVPD basis set, the OMol25 dataset).

Structure (XYZ):
```
22
Properties=species:S:1:pos:R:3:forces:R:3
C 3.611 0.226 0.002 -1.0 0.7 -0.7
C 2.922 -0.981 -0.079 -0.2 0.9 -0.2
C 2.904 1.390 0.138 2.5 0.5 0.3
C 0.866 0.310 0.140 0.2 -3.5 0.1
C 1.518 -0.946 0.006 -3.4 1.0 1.1
C -1.097 -0.703 0.024 2.3 4.2 -0.8
C -1.946 1.471 -0.274 -0.9 -0.1 0.4
C -3.540 -0.355 0.248 -0.1 -0.2 0.2
N 1.567 1.390 0.184 -3.1 1.5 0.1
N -0.674 -1.861 -0.144 -0.3 -2.0 0.4
N 0.660 -2.033 0.005 -0.1 3.8 0.6
N -2.187 0.058 0.030 2.8 -1.4 0.1
H 4.659 0.209 -0.132 1.0 0.2 0.2
H 3.482 -1.824 -0.054 1.2 -2.8 0.2
H 3.443 2.340 0.333 -0.6 -0.6 -0.2
H -0.971 1.700 0.220 -1.2 0.6 -0.2
H -1.795 1.612 -1.366 -0.4 0.1 0.6
H -2.916 1.954 0.112 1.9 0.1 -0.6
H -3.842 0.263 1.077 -0.8 0.0 0.5
H -4.001 0.067 -0.660 -0.9 -1.1 0.4
H -3.659 -1.449 0.542 0.1 1.5 -1.0
H 0.997 -2.836 -0.351 1.0 -3.4 -1.4
```
Positions in Å, forces in eV/Å.

## Properties
Relative energy (zero: lowest compared OMol25 entry of this formula, charge and spin) in kcal per mole: 18.54
DFT total energy in Eh: -529.5746
LUMO energy (alpha / beta) in Eh: 0.027 / -0.071
⟨S²⟩: 2.0318
Multiplicity: 3
HOMO energy (alpha / beta) in eV: -4.19 / -7.84